C32H55EuN4OP2 as an isolated structure. Source: the OMol25 dataset; level of theory: ωB97M-V/def2-TZVPD.

Positions of all 95 atoms, in Å:
C1 -2.00 1.38 -2.11
C2 -1.56 -0.94 -2.18
C3 -3.03 1.26 -3.04
C4 -2.62 -1.09 -3.11
C5 -3.37 -0.01 -3.52
H1 -3.58 2.15 -3.33
H2 -2.83 -2.08 -3.51
H3 -4.21 -0.14 -4.20
N1 -1.30 0.32 -1.66
P1 -0.70 3.10 -0.12
P2 0.35 -2.93 -0.85
C6 -1.67 2.82 -1.66
H4 -1.10 3.31 -2.47
H5 -2.61 3.39 -1.59
C7 -0.86 -2.18 -1.88
H6 -1.57 -3.00 -2.12
C8 0.92 -4.46 -1.91
C9 -0.13 -3.38 1.03
C10 0.89 4.12 -0.58
C11 -1.99 4.05 0.90
C12 2.46 -4.39 -1.95
H7 2.90 -4.57 -0.96
H8 2.85 -5.16 -2.63
H9 2.81 -3.41 -2.30
C13 0.47 -5.81 -1.34
H10 0.90 -6.03 -0.36
H11 -0.62 -5.88 -1.29
H12 0.81 -6.61 -2.02
C14 0.37 -4.33 -3.33
H13 0.97 -4.94 -4.02
H14 -0.67 -4.66 -3.41
H15 0.42 -3.29 -3.67
C15 1.05 -4.09 1.71
H16 1.92 -3.42 1.80
H17 0.75 -4.38 2.72
H18 1.38 -4.99 1.18
C16 -0.42 -2.09 1.82
H19 0.51 -1.51 1.99
H20 -1.24 -1.50 1.38
H21 -0.76 -2.35 2.83
C17 -1.39 -4.26 1.00
H22 -1.20 -5.25 0.59
H23 -1.75 -4.39 2.03
H24 -2.19 -3.79 0.42
C18 -1.38 4.37 2.27
H25 -2.14 4.91 2.86
H26 -1.10 3.46 2.82
H27 -0.50 5.02 2.19
C19 -3.18 3.08 1.07
H28 -3.65 2.82 0.11
H29 -2.89 2.15 1.58
H30 -3.95 3.58 1.68
C20 -2.51 5.34 0.26
H31 -3.25 5.78 0.95
H32 -1.73 6.09 0.10
H33 -3.03 5.18 -0.70
C21 1.32 3.86 -2.03
H34 0.68 4.38 -2.76
H35 2.34 4.27 -2.16
H36 1.35 2.79 -2.29
C22 2.00 3.62 0.38
H37 2.33 2.60 0.14
H38 2.87 4.28 0.29
H39 1.68 3.63 1.43
C23 0.70 5.63 -0.42
H40 -0.02 6.04 -1.15
H41 0.39 5.93 0.60
H42 1.67 6.12 -0.62
Eu1 0.23 0.34 0.46
C24 -0.97 0.89 2.95
O1 -1.44 1.10 3.98
N2 1.45 -0.63 -1.28
C25 1.35 -1.16 -2.36
C26 2.13 -0.88 -3.70
C27 1.83 -1.78 -4.87
C28 1.72 0.53 -4.12
C29 3.62 -0.94 -3.38
H43 2.13 -2.81 -4.71
H44 0.77 -1.72 -5.16
H45 2.41 -1.40 -5.72
H46 1.98 1.27 -3.35
H47 2.24 0.79 -5.05
H48 0.64 0.58 -4.30
H49 4.20 -0.49 -4.19
H50 3.84 -0.41 -2.44
H51 3.94 -1.98 -3.26
N3 3.44 0.57 3.64
C30 4.17 -0.42 2.97
C31 3.41 -0.79 1.90
N4 2.22 -0.05 1.92
C32 2.28 0.76 2.98
H52 3.73 1.06 4.48
H53 5.14 -0.75 3.30
H54 3.60 -1.51 1.12
H55 1.51 1.47 3.29

The multiplicity is 8. The calculation puts the total energy at -79982.949 eV. Its LUMO energy (spin up / spin down) is -2.734 / -2.711 eV. Its expectation value of S² is 15.761. Its total charge is +1.

Atom charges from the Löwdin analysis, given in e for atoms 1 to 8: -0.332 -0.326 -0.059 -0.045 -0.058 0.109 0.113 0.113


C32H56BF4N8O2V as an isolated structure. Source: the OMol25 dataset; level of theory: ωB97M-V/def2-TZVPD.

Positions of all 104 atoms, in Å:
O1 -1.65 1.92 4.26
V1 -0.73 2.28 3.04
O2 -0.28 3.73 3.32
B1 1.08 1.06 0.48
F1 0.84 1.42 -0.81
F2 0.55 -0.19 0.94
F3 2.47 1.21 0.70
F4 0.37 2.10 1.22
C1 1.61 5.32 1.43
C2 1.86 5.76 -0.01
C3 1.18 4.78 -1.00
C4 -0.25 4.88 -0.95
N1 -1.41 4.76 -1.07
H1 2.26 4.50 1.72
H2 0.56 5.09 1.57
H3 1.90 6.13 2.12
H4 2.96 5.77 -0.22
H5 1.57 6.77 -0.15
H6 1.47 3.75 -0.70
H7 1.56 4.90 -2.03
C5 4.28 0.31 -4.51
C6 3.23 0.37 -3.35
C7 3.83 0.69 -2.03
C8 4.45 -0.48 -1.41
N2 4.83 -1.47 -0.99
H8 5.01 -0.51 -4.44
H9 4.86 1.23 -4.61
H10 3.82 0.15 -5.50
H11 2.65 -0.53 -3.27
H12 2.56 1.19 -3.60
H13 3.16 1.05 -1.22
H14 4.63 1.47 -2.10
C9 3.86 -2.87 2.29
C10 3.06 -1.57 2.21
C11 2.35 -1.25 3.50
C12 1.45 -0.07 3.55
N3 0.77 0.87 3.59
H15 4.58 -2.86 3.12
H16 4.49 -2.92 1.43
H17 3.17 -3.73 2.42
H18 2.39 -1.59 1.41
H19 3.70 -0.73 2.01
H20 3.14 -1.21 4.29
H21 1.73 -2.02 3.93
C13 -3.77 -3.05 -1.60
C14 -2.33 -2.73 -1.11
C15 -2.01 -1.29 -0.78
C16 -2.75 -0.75 0.30
N4 -3.50 -0.33 1.09
H22 -4.42 -2.98 -0.70
H23 -3.92 -4.06 -2.01
H24 -4.04 -2.35 -2.37
H25 -1.53 -3.06 -1.83
H26 -2.14 -3.35 -0.27
H27 -1.95 -0.65 -1.70
H28 -1.00 -1.23 -0.33
C17 1.35 -3.08 -0.59
C18 1.65 -4.50 -1.01
C19 2.50 -4.62 -2.24
C20 1.97 -3.79 -3.30
N5 1.42 -3.07 -4.03
H29 2.31 -2.56 -0.44
H30 0.83 -3.10 0.31
H31 0.77 -2.51 -1.37
H32 0.74 -5.10 -1.12
H33 2.25 -4.94 -0.18
H34 2.54 -5.67 -2.55
H35 3.56 -4.29 -2.12
C21 -5.83 3.10 2.35
C22 -5.61 2.63 0.97
C23 -4.36 3.16 0.40
C24 -3.15 2.83 1.08
N6 -2.25 2.58 1.73
H36 -6.79 2.82 2.73
H37 -5.72 4.19 2.31
H38 -5.04 2.68 2.98
H39 -6.42 2.95 0.32
H40 -5.60 1.50 0.95
H41 -4.41 4.25 0.41
H42 -4.28 2.82 -0.67
C25 -0.20 0.80 -3.67
C26 -0.89 2.09 -3.22
C27 -1.90 1.87 -2.11
C28 -3.09 1.20 -2.52
N7 -4.03 0.73 -2.95
H43 -0.94 0.10 -4.07
H44 0.23 0.39 -2.78
H45 0.58 0.95 -4.45
H46 -1.28 2.62 -4.08
H47 -0.13 2.72 -2.84
H48 -2.12 2.84 -1.69
H49 -1.41 1.27 -1.35
C29 -0.96 -1.97 3.44
C30 -2.03 -3.09 3.31
C31 -1.31 -4.39 2.88
C32 -0.05 -4.68 3.55
N8 0.87 -4.78 4.22
H50 -1.35 -1.04 3.75
H51 -0.39 -1.80 2.52
H52 -0.29 -2.24 4.22
H53 -2.81 -2.92 2.59
H54 -2.51 -3.09 4.28
H55 -1.08 -4.23 1.84
H56 -1.90 -5.30 2.93

The calculation puts the total energy at -87348.051 eV. The relative energy (zero: lowest compared OMol25 entry of this formula, charge and spin) is 0.0 kJ/mol. Its LUMO energy is -0.099 eV. Its total charge is 0.

Atom charges from the Löwdin analysis, given in e for atoms 1 to 8: -0.337 0.780 -0.296 -1.212 0.174 0.091 0.120 0.001


A 4-piece molecular cluster, C32H56N4O5PS overall. Source: the OMol25 dataset; level of theory: ωB97M-V/def2-TZVPD.

Positions of all 99 atoms, in Å:
C1 2.77 -2.93 3.92
C2 2.03 -1.66 3.61
C3 1.40 -0.94 4.61
C4 0.69 0.21 4.32
C5 0.60 0.66 3.01
C6 -0.21 1.90 2.69
C7 -1.67 1.58 2.85
C8 -2.46 2.08 3.90
C9 -3.80 1.72 4.00
P1 -4.79 2.44 5.37
O1 -5.44 3.67 4.60
O2 -5.98 1.44 5.62
S1 -3.72 2.81 6.90
C10 -4.25 0.84 3.03
O3 -5.56 0.41 2.98
C11 -5.78 -0.77 3.53
N1 -6.00 -1.81 3.98
N2 -3.45 0.40 2.06
C12 -3.85 -0.55 0.98
O4 -3.44 -1.81 1.35
N3 -4.62 -2.74 1.36
O5 -4.29 -3.79 1.63
N4 -2.18 0.76 1.95
C13 1.23 -0.05 2.01
C14 1.93 -1.20 2.30
H1 2.08 -3.77 3.91
H2 3.23 -2.89 4.90
H3 3.53 -3.14 3.16
H4 1.46 -1.28 5.63
H5 0.22 0.76 5.12
H6 0.05 2.71 3.38
H7 -0.03 2.20 1.67
H8 -2.04 2.76 4.63
H9 -5.48 4.44 5.19
H10 -6.70 1.50 4.97
H11 -4.92 -0.49 0.79
H12 -3.29 -0.20 0.11
H13 1.17 0.29 0.98
H14 2.43 -1.75 1.51
C15 -3.94 4.01 1.01
C16 -2.68 4.80 0.69
C17 -2.31 5.81 1.77
C18 -3.35 6.89 2.03
C19 -3.72 7.73 0.80
C20 -2.54 8.51 0.23
H15 -4.82 4.65 1.11
H16 -4.16 3.28 0.22
H17 -3.82 3.47 1.95
H18 -2.80 5.30 -0.27
H19 -1.84 4.11 0.56
H20 -1.35 6.27 1.52
H21 -2.13 5.27 2.72
H22 -2.98 7.56 2.81
H23 -4.27 6.44 2.43
H24 -4.50 8.43 1.09
H25 -4.15 7.09 0.03
H26 -2.12 9.18 0.97
H27 -2.85 9.11 -0.63
H28 -1.74 7.85 -0.12
C21 3.41 -0.93 -3.53
C22 2.24 -0.08 -3.04
C23 1.87 -0.35 -1.58
C24 1.43 -1.78 -1.29
C25 0.23 -2.27 -2.11
C26 -1.03 -1.46 -1.87
H29 3.17 -2.00 -3.47
H30 3.65 -0.71 -4.57
H31 4.30 -0.75 -2.93
H32 1.37 -0.25 -3.69
H33 2.49 0.98 -3.15
H34 1.08 0.35 -1.28
H35 2.73 -0.11 -0.95
H36 1.17 -1.85 -0.22
H37 2.27 -2.46 -1.44
H38 0.04 -3.32 -1.84
H39 0.48 -2.28 -3.17
H40 -1.30 -1.48 -0.81
H41 -1.87 -1.86 -2.44
H42 -0.90 -0.41 -2.16
C27 2.96 -5.05 -4.34
C28 3.70 -5.53 -5.59
C29 4.87 -6.46 -5.28
C30 5.98 -5.83 -4.44
C31 6.60 -4.56 -5.02
C32 7.27 -4.78 -6.37
H43 3.62 -4.48 -3.68
H44 2.12 -4.40 -4.61
H45 2.56 -5.90 -3.78
H46 4.04 -4.67 -6.16
H47 2.99 -6.06 -6.24
H48 5.29 -6.82 -6.23
H49 4.49 -7.35 -4.76
H50 6.77 -6.58 -4.29
H51 5.59 -5.61 -3.44
H52 7.33 -4.18 -4.31
H53 5.83 -3.78 -5.12
H54 8.07 -5.53 -6.29
H55 7.72 -3.86 -6.74
H56 6.57 -5.13 -7.13

The calculation puts the total energy at -70405.974 eV. Its LUMO energy is -5.139 eV. Its total charge is +1.

Atom charges from the Löwdin analysis, given in e for atoms 1 to 8: -0.038 -0.261 -0.029 -0.038 -0.234 -0.065 -0.189 0.049


A 5-piece molecular cluster, C32H57BO20P4 overall. Source: the OMol25 dataset; level of theory: ωB97M-V/def2-TZVPD.

Positions of all 114 atoms, in Å:
C1 13.01 -2.42 1.82
C2 11.71 -2.58 0.88
C3 10.37 -2.05 1.66
C4 9.51 -1.15 0.64
C5 9.17 0.34 1.22
C6 8.12 0.96 0.15
C7 8.64 1.96 -0.95
C8 7.59 2.54 -1.97
C9 6.10 2.08 -1.89
C10 5.64 1.10 -0.78
C11 6.64 0.53 0.28
C12 6.03 -0.43 1.38
O1 6.68 -1.25 2.10
C13 4.44 -0.40 1.65
C14 3.89 -0.93 3.02
C15 2.37 -0.92 3.32
C16 1.38 -0.42 2.20
C17 1.87 0.11 0.80
C18 0.80 0.60 -0.30
B1 0.53 -0.58 -1.42
O2 -0.13 -1.84 -1.11
O3 0.99 -0.45 -2.80
C19 3.43 0.13 0.56
C20 4.08 0.68 -0.78
O4 3.46 0.87 -1.86
H1 12.73 -2.54 2.93
H2 13.88 -3.10 1.52
H3 13.39 -1.34 1.65
H4 11.91 -1.96 -0.06
H5 11.58 -3.67 0.51
H6 9.74 -2.99 1.91
H7 10.63 -1.51 2.64
H8 9.99 -1.03 -0.40
H9 8.51 -1.70 0.44
H10 10.15 0.95 1.21
H11 8.72 0.28 2.27
H12 9.74 2.29 -1.01
H13 7.96 3.27 -2.77
H14 5.40 2.52 -2.68
H15 4.59 -1.31 3.85
H16 2.01 -1.28 4.35
H17 0.26 -0.45 2.49
H18 1.08 1.60 -0.79
H19 -0.21 0.70 0.26
H20 0.48 -2.33 -0.50
H21 1.84 -0.93 -2.92
C21 -6.37 -1.01 0.90
O5 -5.55 0.13 1.00
P1 -5.44 1.25 -0.30
O6 -6.01 0.22 -1.28
O7 -3.80 1.17 -0.26
C22 -3.17 -0.09 -0.42
O8 -5.35 2.41 -1.57
C23 -4.98 1.99 -2.87
H22 -6.44 -1.46 1.89
H23 -7.37 -0.75 0.56
H24 -5.91 -1.74 0.23
H25 -3.71 -0.73 -1.13
H26 -3.09 -0.59 0.54
H27 -2.16 0.07 -0.81
H28 -5.84 1.55 -3.38
H29 -4.15 1.29 -2.84
H30 -4.67 2.88 -3.43
C24 -11.38 2.68 0.18
O9 -10.57 3.84 0.24
P2 -10.48 4.92 -1.09
O10 -11.05 3.89 -2.07
O11 -8.84 4.83 -1.06
C25 -8.21 3.57 -1.22
O12 -10.39 6.12 -2.32
C26 -10.02 5.75 -3.64
H31 -11.45 2.26 1.18
H32 -12.39 2.93 -0.16
H33 -10.93 1.94 -0.48
H34 -8.74 2.93 -1.92
H35 -8.12 3.07 -0.25
H36 -7.20 3.74 -1.61
H37 -10.88 5.33 -4.16
H38 -9.19 5.04 -3.64
H39 -9.71 6.65 -4.17
C27 -6.64 -0.99 -4.97
O13 -6.64 0.02 -5.96
P3 -8.12 0.54 -6.68
O14 -8.88 -0.70 -6.21
O15 -7.48 0.31 -8.17
C28 -7.03 -0.99 -8.54
O16 -9.53 1.22 -7.39
C29 -10.46 0.38 -8.03
H40 -5.65 -1.03 -4.52
H41 -7.37 -0.77 -4.19
H42 -6.84 -1.96 -5.43
H43 -7.65 -1.77 -8.10
H44 -5.99 -1.12 -8.22
H45 -7.07 -1.07 -9.62
H46 -11.10 -0.11 -7.30
H47 -9.96 -0.37 -8.65
H48 -11.08 1.00 -8.68
C30 6.30 -3.19 5.49
O17 6.96 -2.55 6.57
P4 6.93 -3.25 8.14
O18 5.74 -4.16 7.80
O19 6.42 -1.82 8.77
C31 5.21 -1.26 8.30
O20 7.06 -3.90 9.72
C32 5.89 -4.23 10.44
H49 6.61 -2.69 4.56
H50 6.57 -4.24 5.42
H51 5.22 -3.07 5.59
H52 4.46 -2.02 8.08
H53 5.39 -0.65 7.42
H54 4.81 -0.61 9.09
H55 5.51 -5.20 10.11
H56 5.12 -3.46 10.33
H57 6.15 -4.31 11.50

The SMILES is CCCCCc1cccc2c1C(=O)c1cccc(CB(O)O)c1C2=O.COP(=O)(OC)OC.COP(=O)(OC)OC.COP(=O)(OC)OC.COP(=O)(OC)OC. The calculation puts the total energy at -112871.921 eV. Its LUMO energy is -3.040 eV. Its total charge is 0.

Atom charges from the Löwdin analysis, given in e for atoms 1 to 8: -0.148 -0.257 -0.197 -0.210 -0.157 -0.100 0.001 -0.037